Entry 1:
ORCA calculation (ωB97M-V with the def2-TZVPD basis set) on a molecular structure, C37H38Cl5FeP2Se2Te at a distorted geometry.

Properties
Charge: +1
Kohn-Sham gap (spin up / spin down) (eV): 7.72 / 6.80
Expectation value of S²: 6.024
Energy relative to the best compared isomer or geometry (same formula, charge and spin) (kJ/mol): 166.3
HOMO level (spin up / spin down) (hartree): -0.3658 / -0.3704
Spin multiplicity: 5

Geometry (Å):
Fe1 -0.3661 -0.2019 -0.3537
Cl1 0.8110 1.3294 1.0678
C1 2.3897 0.6478 0.7192
C2 2.5573 0.0095 -0.4920
C3 3.8288 -0.5264 -0.7047
Cl2 4.1575 -1.3929 -2.1655
C4 4.8477 -0.4456 0.2452
Cl3 6.3782 -1.1732 -0.0410
C5 4.6144 0.2028 1.4575
Cl4 5.8418 0.2968 2.6519
C6 3.3653 0.7600 1.7029
Cl5 3.0117 1.5296 3.2036
C7 -0.4026 -4.0335 -1.2882
Se1 0.5597 -2.3310 -1.2001
C8 0.3011 -1.8359 -3.0819
C9 -1.1393 -1.5469 -3.4480
Se2 -1.9969 -0.1842 -2.3052
C10 -3.7305 -1.0706 -2.1615
H1 -0.0974 -4.5478 -2.1971
H2 -1.4829 -3.9083 -1.2602
H3 -0.0812 -4.6061 -0.4230
H4 0.6893 -2.6578 -3.6846
H5 0.9385 -0.9696 -3.2444
H6 -1.7596 -2.4373 -3.3491
H7 -1.2012 -1.1880 -4.4752
H8 -4.1246 -1.2289 -3.1620
H9 -4.3873 -0.4091 -1.6010
H10 -3.6190 -2.0150 -1.6321
C11 -3.6864 -1.1245 1.7777
P1 -1.9186 -0.6949 1.4622
C12 -1.0930 -2.2761 1.9128
C13 0.2932 -2.2240 2.1096
C14 1.0181 -3.3726 2.3755
C15 0.3725 -4.6013 2.4452
C16 -0.9962 -4.6667 2.2440
C17 -1.7233 -3.5142 1.9712
C18 -1.5551 0.3146 2.9457
C19 -1.5329 1.7017 2.8183
C20 -1.2412 2.5011 3.9090
C21 -0.9832 1.9184 5.1405
C22 -1.0100 0.5390 5.2771
C23 -1.2910 -0.2651 4.1827
P2 -4.9669 0.0887 1.1477
C24 -4.6766 1.5952 2.1542
C25 -4.7710 1.6081 3.5448
C26 -4.6745 2.8035 4.2340
C27 -4.4888 3.9968 3.5469
C28 -4.3867 3.9921 2.1647
C29 -4.4832 2.7928 1.4716
C30 -6.4211 -0.5284 2.0888
C31 -6.5437 -1.8297 2.5657
C32 -7.6719 -2.2136 3.2780
C33 -8.6975 -1.3112 3.5038
C34 -8.6014 -0.0228 2.9957
C35 -7.4764 0.3638 2.2891
H11 -3.7966 -1.3277 2.8450
H12 -3.8925 -2.0285 1.1977
H13 0.8034 -1.2668 2.1023
H14 2.0861 -3.3108 2.5383
H15 0.9385 -5.4990 2.6540
H16 -1.5087 -5.6186 2.2899
H17 -2.7888 -3.6085 1.8140
H18 -1.7544 2.1561 1.8593
H19 -1.2106 3.5768 3.8007
H20 -0.7552 2.5380 5.9971
H21 -0.7914 0.0860 6.2348
H22 -1.2978 -1.3421 4.2951
H23 -4.9378 0.6860 4.0887
H24 -4.7597 2.8087 5.3128
H25 -4.4332 4.9312 4.0895
H26 -4.2513 4.9199 1.6243
H27 -4.4242 2.7840 0.3886
H28 -5.7662 -2.5622 2.3920
H29 -7.7457 -3.2232 3.6602
H30 -9.5706 -1.6104 4.0673
H31 -9.4055 0.6832 3.1552
H32 -7.4081 1.3717 1.8976
C36 2.1291 3.1628 -1.5933
Te1 0.5446 1.8583 -2.1874
C37 -0.9792 3.0511 -1.2325
H33 2.2676 3.1415 -0.5152
H34 1.9048 4.1726 -1.9245
H35 3.0396 2.8210 -2.0785
H36 -1.4964 3.6786 -1.9531
H37 -0.5111 3.6751 -0.4746
H38 -1.7008 2.3830 -0.7605

These are the Mulliken partial charges, in e, on atoms 1 to 5: number 1, Fe, carries 0.141; number 2, Cl, carries -0.086; number 3, C, carries -0.027; number 4, C, carries 0.069; number 5, C, carries -0.332



Entry 2:
ORCA calculation (ωB97M-V with the def2-TZVPD basis set) on 2 unconnected molecules or ions with the total composition C37H38F6N5 at a distorted geometry.

Properties
Charge: +1
Kohn-Sham gap (eV): 5.16
HOMO level (hartree): -0.3620

Geometry (Å):
C1 -1.1968 -2.0305 2.0093
N1 -0.7996 -3.4010 1.9568
C2 -1.8007 -4.3842 2.2753
C3 -1.4030 -5.6652 1.5983
C4 -0.0203 -6.0594 2.0260
N2 0.9176 -4.9590 1.9445
C5 2.3031 -5.3640 2.0373
C6 3.1738 -4.1743 2.3694
C7 2.7483 -2.9181 1.6363
N3 1.3466 -2.6135 1.7659
C8 0.5449 -3.6456 1.8837
H1 -0.3352 -1.4262 1.7129
H2 -2.0392 -1.8579 1.3316
H3 -1.4969 -1.7572 3.0292
H4 -1.8801 -4.5267 3.3665
H5 -2.7595 -4.0103 1.9049
H6 -2.1082 -6.4516 1.8735
H7 -1.4458 -5.5334 0.5115
H8 -0.0539 -6.4206 3.0670
H9 0.3478 -6.8739 1.3911
H10 2.3961 -6.1393 2.8111
H11 2.6088 -5.8147 1.0783
H12 3.1247 -3.9895 3.4484
H13 4.2052 -4.4366 2.1159
H14 3.3003 -2.0587 2.0327
H15 3.0209 -3.0342 0.5732
F1 -6.8318 4.4912 -0.5793
C9 -6.2676 3.4131 0.0249
F2 -5.3957 3.8706 0.9854
F3 -7.2618 2.7453 0.7055
C10 -5.5567 2.4752 -0.9096
N4 -4.9602 1.4050 -0.1057
C11 -5.6053 0.1448 -0.1979
C12 -5.4408 -0.6420 -1.3518
C13 -6.1200 -1.8530 -1.4638
C14 -6.9877 -2.2642 -0.4408
C15 -7.1765 -1.4615 0.6924
C16 -6.4987 -0.2502 0.8067
C17 -3.6795 1.5041 0.3832
C18 -3.3116 0.7125 1.4933
C19 -2.0118 0.7108 1.9445
C20 -0.9509 1.2944 1.1718
C21 0.4181 1.0046 1.4192
C22 1.4870 1.6224 0.6781
C23 2.5570 2.3287 1.3019
C24 3.5284 2.9726 0.5556
C25 3.5641 2.8363 -0.8519
N5 4.6105 3.3110 -1.6122
C26 5.5747 4.2816 -1.0845
C27 5.0775 5.6645 -1.4003
F4 5.8154 6.6626 -0.8455
F5 5.0541 5.8630 -2.7631
F6 3.7778 5.8139 -0.9754
C28 5.0056 2.6581 -2.8101
C29 4.4857 3.0702 -4.0484
C30 4.8684 2.4107 -5.2152
C31 5.7807 1.3488 -5.1528
C32 6.3556 0.9853 -3.9266
C33 5.9992 1.6638 -2.7635
C34 2.5298 2.1064 -1.4842
C35 1.5076 1.5457 -0.7435
C36 -1.3771 2.2040 0.1457
C37 -2.7033 2.3229 -0.2167
H16 -6.3008 2.0245 -1.5745
H17 -4.7915 3.0395 -1.4453
H18 -4.7633 -0.2797 -2.1292
H19 -5.9644 -2.4751 -2.3501
H20 -7.5269 -3.2112 -0.5346
H21 -7.8461 -1.7767 1.4963
H22 -6.6470 0.4152 1.6582
H23 -4.0880 0.1112 1.9682
H24 -1.7882 0.2131 2.8896
H25 0.6801 0.3823 2.2721
H26 2.5690 2.4188 2.3899
H27 4.3030 3.5485 1.0592
H28 5.6819 4.1913 -0.0018
H29 6.5211 4.1347 -1.6162
H30 3.7803 3.9027 -4.0661
H31 4.4365 2.7174 -6.1711
H32 6.0543 0.8091 -6.0641
H33 7.0757 0.1651 -3.8687
H34 6.4379 1.4207 -1.7926
H35 2.5470 1.9975 -2.5680
H36 0.6992 1.0239 -1.2566
H37 -0.6446 2.8103 -0.3839
H38 -2.9845 2.9895 -1.0270

These are the Mulliken partial charges, in e, on atoms 1 to 5: number 1, C, carries -0.954; number 2, N, carries 0.260; number 3, C, carries -0.559; number 4, C, carries -0.765; number 5, C, carries -0.713



Entry 3:
ORCA calculation (ωB97M-V with the def2-TZVPD basis set) on a single C37H38N2O6 molecule.

Properties
Charge: 0
Kohn-Sham gap (eV): 7.37
Energy relative to the best compared isomer or geometry (same formula, charge and spin) (kJ/mol): 8.9
HOMO level (hartree): -0.2674
SMILES string: COC(=O)CCCC1=CC2=C(c3ccccc3)C(=O)[C@@](C)(OC(=O)C3CCCC3)C(=O)C2=CN1CCc1c[nH]c2ccccc12

Geometry (Å):
C1 -9.3504 -0.5184 1.6673
O1 -8.2755 -0.6737 0.7486
C2 -7.2529 0.1747 0.8826
O2 -7.1971 1.0292 1.7264
C3 -6.1956 -0.0741 -0.1719
C4 -4.7982 0.1794 0.3900
C5 -3.7383 0.2047 -0.7183
C6 -2.3731 0.4300 -0.1402
C7 -1.5183 -0.6046 0.0360
C8 -0.2131 -0.4627 0.6144
C9 0.7378 -1.4563 0.6119
C10 0.4846 -2.7966 0.0544
C11 1.3231 -3.3335 -0.9173
C12 1.0945 -4.6030 -1.4155
C13 0.0312 -5.3574 -0.9498
C14 -0.7968 -4.8397 0.0321
C15 -0.5691 -3.5723 0.5347
C16 2.0689 -1.1869 1.0980
O3 3.0603 -1.8563 0.8707
C17 2.1898 -0.0001 2.0784
C18 1.7520 -0.5044 3.4608
O4 3.5619 0.3737 2.1931
C19 4.1226 0.8407 1.0836
O5 3.5088 1.0801 0.0694
C20 5.6143 0.9917 1.2622
C21 6.2413 -0.4261 1.1942
C22 7.3272 -0.3367 0.1207
C23 6.8022 0.7337 -0.8298
C24 6.2540 1.7939 0.1219
C25 1.3321 1.2038 1.7296
O6 1.6692 2.3376 2.0085
C26 0.0616 0.8663 1.0981
C27 -0.8334 1.8714 0.8749
N1 -2.0328 1.7027 0.2803
C28 -2.6613 2.8976 -0.2407
C29 -2.1010 3.2457 -1.6548
C30 -0.7309 2.6798 -1.8356
C31 0.4451 3.1326 -1.2938
N2 1.4462 2.2425 -1.5285
C32 0.9346 1.1658 -2.1876
C33 1.5516 -0.0088 -2.5994
C34 0.7803 -0.9331 -3.2666
C35 -0.5714 -0.6931 -3.5337
C36 -1.1883 0.4667 -3.1282
C37 -0.4379 1.4126 -2.4279
H1 -8.9841 -0.5926 2.6929
H2 -10.0530 -1.3186 1.4514
H3 -9.8248 0.4555 1.5331
H4 -6.3024 -1.0891 -0.5531
H5 -6.3962 0.6202 -0.9930
H6 -4.5468 -0.6040 1.1072
H7 -4.8109 1.1267 0.9323
H8 -3.7395 -0.7558 -1.2342
H9 -3.9890 0.9724 -1.4502
H10 -1.8080 -1.5793 -0.3201
H11 2.1543 -2.7497 -1.2761
H12 1.7513 -5.0081 -2.1719
H13 -0.1466 -6.3485 -1.3415
H14 -1.6181 -5.4297 0.4144
H15 -1.1996 -3.1848 1.3238
H16 0.7097 -0.8112 3.4339
H17 1.8829 0.2912 4.1908
H18 2.3741 -1.3511 3.7410
H19 5.7853 1.4512 2.2370
H20 5.4806 -1.1513 0.9009
H21 6.6380 -0.7319 2.1606
H22 8.2690 -0.0056 0.5630
H23 7.4954 -1.2928 -0.3722
H24 5.9889 0.3267 -1.4314
H25 7.5701 1.1251 -1.4959
H26 7.0680 2.4075 0.5099
H27 5.5260 2.4452 -0.3598
H28 -0.5934 2.8641 1.2268
H29 -2.4272 3.7116 0.4475
H30 -3.7440 2.7847 -0.2708
H31 -2.0958 4.3307 -1.7640
H32 -2.7549 2.8304 -2.4222
H33 0.6408 4.0500 -0.7713
H34 2.3619 2.2507 -1.1047
H35 2.5945 -0.1800 -2.3842
H36 1.2196 -1.8613 -3.5992
H37 -1.1370 -1.4402 -4.0716
H38 -2.2313 0.6401 -3.3522

These are the Mulliken partial charges, in e, on atoms 1 to 5: number 1, C, carries -0.649; number 2, O, carries -0.300; number 3, C, carries 0.546; number 4, O, carries -0.582; number 5, C, carries -0.551